56
Properties=species:S:1:pos:R:3:nbo_charge:R:1 method="wB97M-V/def2-TZVPD" largest_force_ev_per_a=2.907 e_above_lowest_kj_mol=199.3 homo_energy_ev=-6.76 charge=-1 energy_ev=-38411.3695
N 3.217 -1.293 -0.216 -0.86
C 1.911 -0.915 -0.853 -0.13
C 1.335 0.459 -0.333 -0.46
C 0.383 0.172 0.829 -0.06
O 0.875 -0.960 1.500 -0.85
C 1.953 -0.847 -2.399 0.71
N 1.451 -1.906 -3.125 -0.83
O 2.447 0.150 -2.919 -0.70
H 2.968 -1.387 0.744 0.38
H 3.956 -0.614 -0.514 0.37
H 1.134 -1.702 -0.675 0.21
H 0.756 0.957 -1.142 0.24
H 2.178 1.093 -0.256 0.21
H -0.597 -0.096 0.329 0.17
H 0.141 0.949 1.580 0.15
H 1.688 -1.946 -4.084 0.38
H 0.713 -2.553 -2.840 0.44
H 2.335 -1.175 3.410 0.48
H 1.182 -0.244 3.275 0.49
O 2.099 -0.276 3.682 -0.98
H -2.502 1.949 -2.589 0.46
H -1.244 2.561 -3.198 0.50
O -2.199 2.490 -3.332 -0.98
H -3.886 -0.395 1.070 0.49
H -4.828 0.733 1.123 0.46
O -4.108 0.449 0.568 -1.00
H 0.723 2.981 0.768 0.48
H 2.063 3.121 1.468 0.49
O 1.619 3.357 0.662 -0.97
H -2.762 -1.754 2.061 0.50
H -3.509 -2.517 0.874 0.47
O -3.680 -1.993 1.669 -1.02
H 0.674 3.378 -1.830 0.49
H 1.274 2.487 -2.891 0.51
O 0.401 2.770 -2.573 -0.98
H -3.707 -0.878 -1.772 0.49
H -2.878 -1.040 -0.507 0.49
O -3.047 -1.445 -1.355 -0.96
H -2.841 1.570 1.802 0.48
H -1.572 0.619 1.625 0.51
O -1.950 1.534 1.485 -1.01
H 3.096 2.761 -1.593 0.47
H 3.456 1.611 -2.568 0.50
O 3.516 2.556 -2.431 -0.98
H 0.877 1.976 3.019 0.47
H 2.010 1.943 3.907 0.49
O 1.487 2.600 3.436 -0.95
H -1.370 -2.475 1.182 0.50
H 0.124 -2.815 0.964 0.47
O -0.733 -3.022 0.605 -1.00
H -1.679 -2.381 -1.829 0.51
H -0.898 -3.743 -1.447 0.49
O -1.135 -3.115 -2.148 -1.01
H 0.100 -1.456 2.004 0.52
H -1.572 -1.050 3.357 0.46
O -1.447 -1.231 2.424 -1.23



56
Properties=species:S:1:pos:R:3:nbo_charge:R:1 method="wB97M-V/def2-TZVPD" largest_force_ev_per_a=6.190 e_above_lowest_kj_mol=597.0 homo_energy_ev=-9.03 energy_ev=-36375.2148
C 2.610 -1.730 0.320 0.54
N 1.647 -1.555 -0.633 -0.64
C -0.049 -3.313 0.231 -0.65
C 0.097 -1.778 -0.312 -0.03
C -0.102 -0.817 0.878 -0.28
N -1.520 -1.083 1.323 -0.90
O 2.346 -2.001 1.423 -0.68
H 3.635 -1.876 -0.073 0.12
H 1.890 -1.366 -1.537 0.41
H 0.576 -3.494 1.122 0.23
H 0.338 -3.828 -0.709 0.23
H -1.233 -3.305 0.387 0.22
H -0.284 -1.303 -1.265 0.24
H 0.614 -1.148 1.634 0.22
H -0.071 0.260 0.627 0.21
H -1.604 -0.494 2.148 0.37
H -1.774 -2.109 1.580 0.37
H -5.125 0.209 -1.289 0.48
H -4.315 -0.252 -2.464 0.50
O -4.252 0.295 -1.615 -0.95
H -0.304 -0.189 -4.712 0.47
H 0.725 0.807 -4.082 0.49
O 0.615 -0.014 -4.539 -0.96
H 2.619 2.211 -0.729 0.47
H 3.494 1.841 -1.795 0.47
O 3.334 2.552 -1.214 -0.93
H 3.632 -0.725 -3.672 0.47
H 2.714 0.403 -3.722 0.48
O 2.833 -0.468 -3.259 -0.94
H 2.447 -0.614 2.594 0.49
H 3.130 -0.183 3.748 0.46
O 2.519 0.203 3.162 -0.97
H -0.087 1.819 2.748 0.48
H -0.279 0.682 3.674 0.48
O -0.645 1.521 3.497 -0.96
H -3.058 0.879 1.180 0.48
H -3.758 0.972 -0.252 0.50
O -3.756 1.274 0.739 -1.01
H -2.640 3.068 1.548 0.50
H -1.771 3.016 2.721 0.49
O -1.717 3.151 1.790 -0.99
H -3.095 -1.555 -0.896 0.50
H -2.618 -1.624 -2.342 0.46
O -3.115 -2.060 -1.717 -0.95
H 0.277 2.190 -2.678 0.52
H 1.491 3.317 -3.082 0.51
O 1.177 2.344 -3.232 -1.03
H -0.151 -3.296 3.472 0.47
H 0.353 -2.416 4.573 0.47
O -0.377 -2.449 3.947 -0.94
H -0.365 1.244 -0.534 0.48
H -1.591 2.115 -0.451 0.48
O -1.175 1.444 -0.999 -0.97
H 0.233 2.966 0.822 0.51
H 1.541 2.127 1.129 0.50
O 0.738 2.200 0.646 -0.98



55
Properties=species:S:1:pos:R:3:nbo_charge:R:1 method="wB97M-V/def2-TZVPD" largest_force_ev_per_a=3.547 e_above_lowest_kj_mol=396.6 homo_energy_ev=-12.63 charge=+1 energy_ev=-34879.9963
O -0.554 -4.043 -2.877 -0.48
C -1.133 -2.984 -2.849 0.40
C -0.849 -2.168 -1.584 -0.35
N 0.606 -1.962 -1.514 -0.54
C 1.156 -2.370 -0.103 -0.21
C 0.618 -1.398 0.931 -0.72
H -1.876 -2.747 -3.633 0.15
H -1.393 -1.233 -1.476 0.26
H -1.275 -2.780 -0.782 0.26
H 0.848 -0.978 -1.406 0.46
H 1.221 -2.549 -2.087 0.49
H 2.245 -2.352 -0.232 0.24
H 0.595 -3.297 0.121 0.23
H 0.857 -0.361 0.706 0.22
H 1.050 -1.616 1.922 0.29
H -0.353 -1.626 1.390 0.27
H -0.520 0.888 -4.285 0.51
H -1.138 -0.648 -3.981 0.49
O -0.708 0.156 -3.701 -0.99
H -1.392 3.119 3.207 0.50
H -1.242 2.383 1.915 0.48
O -1.553 2.251 2.814 -0.95
H 0.088 -2.865 4.628 0.48
H -0.633 -1.662 3.945 0.50
O -0.079 -2.463 3.773 -1.00
H 1.861 5.166 -1.438 0.48
H 2.160 4.867 -0.086 0.47
O 1.414 4.755 -0.690 -0.93
H -3.653 1.544 -1.656 0.49
H -4.286 0.252 -1.178 0.46
O -4.304 1.203 -1.029 -0.96
H 3.503 0.150 -3.351 0.48
H 2.913 1.127 -4.233 0.49
O 2.613 0.442 -3.612 -0.95
H -3.573 -0.832 1.644 0.49
H -4.073 -2.316 1.359 0.48
O -3.779 -1.493 0.980 -0.97
H -1.312 0.711 3.658 0.52
H -1.146 0.065 5.113 0.49
O -1.205 -0.108 4.171 -1.00
H 2.573 -0.533 3.616 0.47
H 1.164 -0.340 4.387 0.49
O 2.121 -0.378 4.435 -0.96
H -0.830 2.009 -2.069 0.50
H -1.631 2.146 -0.779 0.47
O -1.733 2.038 -1.721 -0.97
H 1.350 2.836 -1.018 0.50
H 1.922 1.868 -2.141 0.49
O 1.157 2.080 -1.594 -1.00
H 1.012 3.439 4.368 0.49
H 0.869 4.589 3.296 0.48
O 0.876 3.643 3.438 -0.96
H 3.822 -2.320 -2.743 0.50
H 2.677 -1.330 -3.329 0.51
O 2.930 -1.975 -2.644 -1.00



56
Properties=species:S:1:pos:R:3:nbo_charge:R:1 method="wB97M-V/def2-TZVPD" largest_force_ev_per_a=3.010 multiplicity=2 e_above_lowest_kj_mol=0.0 homo_energy_ev="-2.38 / -10.85" energy_ev=-36932.4560
O 2.465 2.466 -0.909 -0.69
C 1.570 1.470 -0.904 0.78
C 0.351 1.716 -0.066 -0.40
N -0.426 0.435 -0.196 -0.56
C -1.562 0.241 0.808 -0.24
C -2.907 0.884 0.481 -0.66
O 1.807 0.467 -1.550 -0.66
H 3.346 2.251 -1.241 0.50
H -0.228 2.581 -0.384 0.30
H 0.667 1.890 0.993 0.31
H 0.166 -0.448 0.103 0.49
H -0.798 0.320 -1.135 0.43
H -1.601 -0.841 0.893 0.23
H -1.238 0.641 1.753 0.25
H -3.006 1.984 0.386 0.20
H -3.465 0.647 -0.445 0.23
H -3.581 0.546 1.300 0.25
H -1.911 2.485 2.979 0.46
H -0.586 2.100 3.279 0.49
O -1.043 2.535 2.535 -0.94
H 2.068 1.419 3.598 0.44
H 1.787 0.181 2.779 0.48
O 1.490 1.105 2.888 -1.13
H -3.409 2.934 -1.716 0.49
H -3.183 3.630 -3.137 0.49
O -2.849 3.504 -2.247 -0.97
H -0.406 -3.582 2.849 0.46
H 0.041 -2.688 1.823 0.50
O -0.655 -2.705 2.516 -1.01
H -4.340 -2.705 2.276 0.47
H -2.819 -2.448 2.179 0.50
O -3.682 -2.153 1.846 -0.97
H 3.908 -0.461 3.703 0.38
H 3.081 -1.766 3.703 0.42
O 3.500 -1.116 3.094 -1.28
H -0.681 5.441 -0.374 0.48
H -1.848 4.520 -0.999 0.50
O -0.915 4.587 -0.746 -0.98
H 2.323 -2.634 -3.140 0.51
H 1.807 -1.306 -2.938 0.48
O 1.439 -2.210 -2.955 -1.00
H 0.091 -2.315 -0.710 0.51
H 1.545 -2.168 -0.001 0.53
O 0.587 -2.032 0.087 -1.02
H 3.378 -1.493 1.170 0.50
H 4.037 -2.847 0.636 0.48
O 3.298 -2.239 0.545 -1.06
H -0.573 -2.989 -2.672 0.50
H -0.389 -1.498 -2.602 0.50
O -0.790 -2.229 -2.126 -0.95
H -2.993 0.008 -3.761 0.47
H -2.549 -1.261 -2.985 0.49
O -2.723 -0.299 -2.889 -0.97
H 3.771 -1.086 -3.308 0.46
H 4.410 -1.589 -2.070 0.49
O 4.228 -1.878 -2.994 -0.95



55
Properties=species:S:1:pos:R:3:nbo_charge:R:1 method="wB97M-V/def2-TZVPD" largest_force_ev_per_a=2.130 e_above_lowest_kj_mol=0.0 homo_energy_ev=-7.84 energy_ev=-53020.2996
C 0.236 -1.307 3.428 -0.65
C -0.523 -0.066 3.893 -0.58
S 0.313 1.431 4.315 0.14
S 1.552 1.688 2.671 0.04
C 0.784 1.747 1.001 -0.56
C 1.378 2.949 0.289 -0.64
H 1.322 -1.315 3.606 0.23
H 0.250 -1.230 2.334 0.23
H -0.154 -2.249 3.865 0.21
H -1.137 -0.316 4.795 0.22
H -1.193 0.255 3.059 0.22
H 1.124 0.749 0.659 0.23
H -0.296 1.618 0.979 0.22
H 1.257 3.811 0.910 0.22
H 1.111 3.157 -0.743 0.20
H 2.452 2.725 0.317 0.23
H -3.116 -1.102 -1.531 0.49
H -1.984 -2.170 -2.042 0.49
O -2.310 -1.272 -2.039 -0.99
H -2.925 -3.704 0.322 0.48
H -1.518 -3.654 -0.193 0.51
O -2.396 -3.259 -0.352 -0.98
H -3.647 1.430 2.656 0.49
H -2.742 1.053 1.407 0.48
O -2.887 1.677 2.125 -0.95
H 0.250 -3.833 -2.034 0.48
H 0.948 -3.874 -0.648 0.50
O 0.284 -4.314 -1.202 -0.98
H 0.876 -0.926 -3.612 0.47
H 2.141 -1.086 -2.734 0.49
O 1.692 -1.429 -3.524 -0.98
H 3.962 0.228 -1.694 0.48
H 2.721 1.059 -2.289 0.52
O 2.991 0.308 -1.702 -1.02
H -1.212 2.038 -2.273 0.51
H -1.300 2.458 -3.833 0.49
O -0.794 1.997 -3.163 -1.01
H 3.842 1.115 0.513 0.47
H 4.914 0.564 1.470 0.47
O 4.531 1.380 1.134 -0.94
H -2.599 2.075 -0.214 0.50
H -1.282 2.848 -0.319 0.50
O -1.786 2.137 -0.736 -0.96
H 0.883 2.298 -2.523 0.50
H 1.453 2.145 -3.851 0.49
O 1.779 2.318 -2.947 -0.97
H -3.388 -1.359 0.889 0.49
H -4.609 -1.365 -0.119 0.49
O -3.868 -0.856 0.227 -0.97
H -0.643 -0.208 -0.678 0.50
H -1.312 -1.594 -0.248 0.50
O -0.617 -0.947 -0.058 -1.01
H 2.400 -1.664 -0.191 0.48
H 0.934 -1.944 0.248 0.50
O 1.856 -2.218 0.377 -0.99



54
Properties=species:S:1:pos:R:3:nbo_charge:R:1 method="wB97M-V/def2-TZVPD" largest_force_ev_per_a=2.808 e_above_lowest_kj_mol=678.3 homo_energy_ev=-7.89 energy_ev=-33392.5390
O 3.044 -1.667 0.490 -0.81
H 2.297 -2.186 0.978 0.56
H 3.390 -2.209 -0.230 0.51
H 2.654 -0.871 0.047 0.56
O 1.727 -2.507 -3.035 -0.78
H 2.593 -2.891 -2.803 0.54
H 1.056 -3.158 -2.739 0.56
H 1.571 -1.681 -2.443 0.59
C -0.582 -0.242 0.218 -0.63
C 0.535 0.422 -0.573 0.10
C 1.459 1.068 0.451 -0.66
O 1.199 -0.498 -1.411 -1.09
H -1.168 0.522 0.730 0.21
H -0.281 -1.069 0.868 0.21
H -1.259 -0.781 -0.460 0.19
H 0.086 1.259 -1.116 0.15
H 1.889 0.372 1.173 0.21
H 0.934 1.849 1.006 0.23
H 2.230 1.628 -0.094 0.20
C 0.505 -3.878 2.001 -0.23
O 1.752 -3.682 1.488 -0.97
H -0.209 -4.425 1.350 0.11
H 0.444 -4.506 2.916 0.13
H -0.079 -3.008 2.377 0.10
O -3.955 -0.560 1.922 -0.96
H -4.024 0.071 1.198 0.47
H -3.281 -1.189 1.632 0.49
O 1.747 4.342 2.203 -0.95
H 2.556 3.908 1.912 0.48
H 1.979 4.758 3.041 0.48
O -0.905 3.544 2.672 -0.97
H 0.068 3.515 2.659 0.50
H -1.173 2.698 3.050 0.47
O -0.831 0.461 -3.584 -0.96
H -0.589 -0.055 -2.798 0.49
H -0.026 0.494 -4.105 0.47
O -3.530 -0.419 -2.451 -0.95
H -2.630 -0.194 -2.717 0.48
H -4.028 -0.423 -3.274 0.47
O -0.753 3.633 -1.729 -0.97
H -1.316 3.305 -1.001 0.48
H -0.420 2.840 -2.157 0.46
O 2.787 1.337 -3.462 -0.95
H 2.561 0.906 -2.624 0.49
H 2.027 1.178 -4.025 0.45
O 1.783 -0.983 3.379 -0.96
H 1.509 -1.883 3.148 0.49
H 1.030 -0.614 3.850 0.47
O -3.196 -2.978 0.547 -0.95
H -2.386 -3.403 0.244 0.47
H -3.669 -2.748 -0.262 0.48
O -2.565 3.223 0.360 -0.97
H -1.895 3.224 1.068 0.50
H -2.663 4.150 0.115 0.48